1.
Formula: C21H33AlCl3N3O2P2Si
Source: OMol25
Level of theory: the ωB97M-V functional and the def2-TZVPD basis

Each line ends with the Löwdin charge.
Element x y z (Å)
1 Al 0.50716 0.17103 0.10396  -0.2125
2 C 1.29134 -1.27659 -3.94770  -0.0070
3 C 2.26878 -0.38425 -4.35391  0.0037
4 C 2.55267 0.71244 -3.55444  0.0375
5 C 1.85372 0.88031 -2.37223  -0.1927
6 N 0.92754 -0.00544 -1.96076  0.0195
7 C 0.65823 -1.05418 -2.74014  -0.1159
8 C 2.03720 2.03948 -1.46786  -0.1788
9 C 2.78098 3.16291 -1.78835  0.0397
10 C 2.81360 4.22102 -0.89551  0.0060
11 C 2.09063 4.13812 0.28569  -0.0029
12 C 1.38302 2.98258 0.54428  -0.0756
13 N 1.36461 1.95226 -0.30975  0.0498
14 H 1.03067 -2.14019 -4.54228  0.1291
15 H 2.80611 -0.53751 -5.27985  0.1327
16 H 3.31322 1.41894 -3.85066  0.1249
17 H -0.08891 -1.74662 -2.37727  0.0854
18 H 3.31513 3.22376 -2.72429  0.1248
19 H 3.38696 5.10861 -1.12681  0.1320
20 H 2.07301 4.95401 0.99354  0.1255
21 H 0.80178 2.85972 1.44795  0.1220
22 C -2.43568 2.57310 0.53264  -0.2185
23 P -1.76884 1.22482 -0.47970  0.8891
24 C -1.85266 1.87663 -2.17529  -0.2242
25 C -3.07012 -0.07366 -0.41097  -0.3564
26 C -2.54034 -1.47625 -0.73945  -0.3690
27 P -1.02619 -1.85427 0.21187  0.8469
28 C -0.57663 -3.55961 -0.22441  -0.2132
29 C -1.60717 -1.97540 1.93003  -0.2101
30 H -3.48767 2.73712 0.29303  0.0668
31 H -1.89039 3.49368 0.31855  0.0552
32 H -2.32741 2.33407 1.58802  0.0301
33 H -2.85479 2.24934 -2.38992  0.0639
34 H -1.59754 1.10465 -2.90184  0.0452
35 H -1.14238 2.69769 -2.28491  0.0519
36 H -3.87459 0.19616 -1.09802  0.1003
37 H -3.49355 -0.04623 0.59595  0.0929
38 H -2.29566 -1.54818 -1.80340  0.0823
39 H -3.29897 -2.23628 -0.53989  0.1037
40 H -1.27512 -4.25746 0.23854  0.0659
41 H 0.43218 -3.78706 0.12040  0.0347
42 H -0.61071 -3.70352 -1.30436  0.0521
43 H -2.42970 -2.68716 2.01136  0.0721
44 H -1.93554 -1.00462 2.30077  0.0378
45 H -0.77899 -2.32425 2.54973  0.0478
46 Cl 4.09026 0.21933 1.09929  0.2390
47 Si 2.59316 -1.14095 0.47381  -0.5250
48 Cl 2.44346 -2.44063 2.13150  0.2588
49 Cl 3.44795 -2.30141 -0.99576  0.2881
50 O -1.16317 1.13147 3.25364  0.1066
51 C -0.06502 0.67035 3.05710  -0.5466
52 O 0.49873 0.49051 1.89767  -0.1170
53 C 0.81264 0.24069 4.23637  -0.1432
54 N 2.27568 0.50664 3.95742  0.0813
55 C 2.90124 0.80141 5.29261  -0.0870
56 C 1.83033 1.64619 5.95679  -0.1316
57 C 0.52586 0.92775 5.58076  -0.0905
58 H 0.72606 -0.84666 4.30521  0.1576
59 H 2.37976 1.31296 3.33869  0.1529
60 H 2.71418 -0.27905 3.46363  0.0650
61 H 3.87006 1.27050 5.14280  0.1408
62 H 3.03268 -0.15652 5.79534  0.1467
63 H 1.85243 2.66089 5.55305  0.1252
64 H 1.97935 1.71829 7.03098  0.1309
65 H -0.32068 1.60241 5.48450  0.1223
66 H 0.27018 0.17927 6.32798  0.1314

Orbital gap in eV: 7.510
Multiplicity: 1
Total charge: +2
Total energy in eV: -101494.763

---

2.
Formula: C21H33BBrF12NO12P
Source: OMol25
Level of theory: the ωB97M-V functional and the def2-TZVPD basis

Each line ends with the Löwdin charge.
Element x y z (Å)
1 N -2.01356 -0.07073 3.69967  0.0581
2 B -1.49237 0.45346 2.36004  -0.8586
3 C -2.21972 1.86865 1.86250  -0.1155
4 C -1.51400 3.18075 2.36992  -0.2622
5 O -1.03322 4.07552 1.63578  -0.0704
6 C 0.16737 0.52327 2.32032  -0.1895
7 C 0.80905 1.06345 3.67800  -0.2841
8 C 2.21791 1.78890 3.52759  -0.5638
9 Br 2.26699 3.20783 2.12414  0.6967
10 P -2.02551 -0.88450 1.03326  0.6857
11 O -1.61536 -2.32086 1.42807  -0.4031
12 O -1.27965 -0.51953 -0.46907  -0.2266
13 O -3.73321 -0.79859 0.79034  -0.2400
14 H -2.37603 0.70363 4.26699  0.0140
15 H -2.74489 -0.78202 3.54400  0.0439
16 H -2.35728 1.88397 0.72394  0.1027
17 H -3.27109 1.84974 2.32401  0.1057
18 H -1.39938 3.34486 3.50292  0.1152
19 H 0.50914 -0.55954 2.17958  0.0958
20 H 0.43686 1.11591 1.39121  0.0720
21 H 0.99277 0.14104 4.33418  0.1172
22 H 0.04929 1.69336 4.23712  0.0800
23 H 2.40756 2.33939 4.51598  0.0527
24 H 3.09071 1.05563 3.42925  0.0677
25 H -0.99771 -1.35271 -0.89256  0.0362
26 H -4.07409 -1.70069 0.59803  0.0536
27 C 0.98914 0.04839 -5.35010  -0.0592
28 C 2.19712 -0.78536 -4.97239  -0.2038
29 O 1.83683 -1.79774 -4.02058  0.0315
30 C 1.29647 -2.91779 -4.52766  -0.3754
31 O 1.10024 -3.10956 -5.69717  0.1580
32 C 1.00875 -3.91758 -3.41121  -0.5203
33 F 0.43634 -3.34274 -2.34358  0.1727
34 F 2.13371 -4.51112 -2.96777  0.1602
35 F 0.18588 -4.90668 -3.80025  0.1488
36 H 0.51450 0.46249 -4.45772  0.0891
37 H 1.27773 0.86810 -6.01062  0.0811
38 H 0.23650 -0.55806 -5.85939  0.0768
39 H 2.94282 -0.15279 -4.48800  0.1268
40 H 2.67238 -1.22880 -5.85093  0.1227
41 C 7.05815 5.91922 -2.10341  -0.0652
42 C 5.78884 6.27168 -2.85309  -0.2125
43 O 4.69102 5.47043 -2.39585  0.0210
44 C 4.07880 5.89775 -1.27430  -0.3653
45 O 4.40053 6.87693 -0.66002  0.1667
46 C 2.90448 4.98559 -0.92871  -0.5398
47 F 3.21384 3.68341 -1.04707  0.1378
48 F 1.85076 5.20237 -1.73908  0.1630
49 F 2.46774 5.16374 0.32523  0.0327
50 H 7.26241 4.84857 -2.17659  0.0829
51 H 7.90994 6.47077 -2.50617  0.0791
52 H 6.96489 6.15407 -1.04072  0.0787
53 H 5.91579 6.05098 -3.91457  0.1225
54 H 5.55450 7.33584 -2.77112  0.1238
55 C -4.96263 5.73371 6.75340  -0.0628
56 C -5.13898 4.54169 7.67288  -0.2104
57 O -4.43697 3.39964 7.16239  0.0250
58 C -3.12141 3.34609 7.44020  -0.3688
59 O -2.52705 4.17944 8.06674  0.1648
60 C -2.51257 2.06275 6.88141  -0.5138
61 F -2.92661 1.80147 5.62834  0.1349
62 F -2.84126 0.98991 7.62616  0.1631
63 F -1.17417 2.10232 6.84133  0.1669
64 H -5.26173 5.47971 5.73400  0.0857
65 H -5.56159 6.57880 7.09826  0.0794
66 H -3.91664 6.04552 6.71027  0.0793
67 H -6.19395 4.26529 7.71788  0.1233
68 H -4.82174 4.76916 8.69357  0.1231
69 C 0.73566 -8.24678 -5.83426  -0.0572
70 C -0.35173 -8.07592 -4.79268  -0.2012
71 O -1.46947 -8.93215 -5.08196  0.0271
72 C -1.35579 -10.20637 -4.67077  -0.3785
73 O -0.39953 -10.65284 -4.09954  0.1669
74 C -2.62743 -10.98502 -4.99826  -0.5234
75 F -3.07555 -10.73905 -6.24311  0.1552
76 F -3.63284 -10.67109 -4.15942  0.1600
77 F -2.45493 -12.31315 -4.91020  0.1574
78 H 0.33437 -8.08752 -6.83787  0.0833
79 H 1.54906 -7.53991 -5.66162  0.0819
80 H 1.14601 -9.25924 -5.81199  0.0763
81 H -0.72637 -7.05196 -4.81919  0.1150
82 H 0.02518 -8.25484 -3.78305  0.1298

Orbital gap in eV: 6.762
Multiplicity: 1
Total charge: -1
Total energy in eV: -160995.017

---

3.
Formula: C21H33BeCl2N4O3
Source: OMol25
Level of theory: the ωB97M-V functional and the def2-TZVPD basis

Each line ends with the Löwdin charge.
Element x y z (Å)
1 O -0.11878 2.52072 -3.08737  0.0413
2 C -0.35841 2.55549 -4.28362  -0.2062
3 C -1.56719 3.17653 -4.91008  -0.1865
4 C -2.48623 3.86441 -4.09943  -0.0154
5 H -2.27164 3.99019 -3.03386  0.1210
6 C -3.67061 4.36871 -4.64927  -0.0769
7 H -4.38570 4.88819 -4.00280  0.1037
8 C -3.93176 4.19811 -6.01762  -0.0913
9 H -4.86034 4.57963 -6.44224  0.0970
10 C -3.00259 3.54315 -6.84026  -0.0905
11 H -3.20184 3.42030 -7.90732  0.0991
12 C -1.82303 3.04335 -6.28504  -0.0476
13 H -1.08212 2.53357 -6.89863  0.1068
14 H 0.33422 2.11077 -5.03118  0.1198
15 C -1.51889 -2.43460 -1.21906  -0.1993
16 C -0.65383 -2.54300 -0.02475  -0.3365
17 H -1.93790 -3.39766 -1.53952  0.0427
18 H -0.95920 -1.99014 -2.05430  0.0527
19 H -2.33710 -1.73890 -1.00379  0.0109
20 C -0.02153 -3.62832 0.39248  -0.2537
21 C -0.37301 -5.08317 0.16297  -0.1447
22 H 0.91263 -3.54278 0.96523  0.0574
23 H -1.11808 -5.22176 -0.62152  0.0412
24 H -0.76984 -5.53887 1.07573  0.0466
25 H 0.51587 -5.65557 -0.11829  0.0451
26 Be -0.55928 -0.84978 0.83769  -0.4844
27 Cl -2.41057 -0.23258 1.23105  0.1401
28 Cl 0.25748 0.26223 -0.55069  0.3147
29 H -0.22980 4.16933 0.60932  0.0822
30 H -1.44836 4.39215 2.71022  0.0798
31 C -0.33140 3.07433 0.67407  -0.1226
32 C -1.51311 3.29759 2.81255  -0.0842
33 N -0.45622 2.66020 2.05288  -0.1998
34 H 0.51863 2.56008 0.21979  0.0147
35 C 0.54541 1.98572 2.70569  -0.3280
36 O 1.64978 1.66462 2.24181  -0.0371
37 H -1.40525 3.02582 3.87005  0.0780
38 H 0.24438 1.74647 3.75510  0.1305
39 H -1.23927 2.76965 0.13614  0.0760
40 H -2.49743 2.97900 2.44551  0.0792
41 H 5.71678 -2.22345 1.28136  0.0811
42 H 5.99350 0.16525 0.26212  0.0809
43 C 4.93308 -2.38783 0.52853  -0.0558
44 C 5.18621 -0.10712 -0.43697  -0.0699
45 N 4.32824 -1.12161 0.14343  -0.1996
46 H 4.15955 -3.03769 0.94737  0.0832
47 C 3.00024 -0.93691 0.33293  -0.3330
48 O 2.28526 -1.80376 0.83913  -0.0446
49 H 4.57726 0.77868 -0.65521  0.0892
50 H 2.59380 0.04109 0.01638  0.0599
51 H 5.38359 -2.87608 -0.34708  0.0829
52 H 5.64508 -0.47454 -1.36975  0.0814
53 C -1.34344 -3.21634 5.20289  -0.0282
54 N -0.53785 -2.42383 4.28822  -0.1299
55 C 0.76976 -1.95872 4.46307  -0.0561
56 C 1.08537 -1.25643 3.31874  -0.0946
57 N 0.00117 -1.30543 2.44817  0.0074
58 C -0.94832 -2.02381 3.06974  -0.1743
59 H -0.87020 -4.18294 5.42017  0.0877
60 H -1.51166 -2.66909 6.13823  0.0856
61 H -2.30433 -3.39335 4.70681  0.0913
62 H 1.37125 -2.17784 5.33188  0.0997
63 H 1.99461 -0.72676 3.09141  0.0967
64 H -1.94702 -2.20465 2.70080  0.0834

Orbital gap in eV: 4.791
Multiplicity: 1
Total charge: -1
Total energy in eV: -59865.215

---

Number 1: highest occupied orbital energy -0.50250 Eh, E_LUMO -6.16 eV. Number 2: highest occupied orbital energy -0.17258 Eh, E_LUMO 2.07 eV. Number 3: highest occupied orbital energy -0.09563 Eh, E_LUMO 2.19 eV.